(1)
This record from the Open Molecules 2025 dataset describes a molecular structure, C10H16F6N3NdO7S2 at a distorted geometry. The level of theory is ωB97M-V/def2-TZVPD.

As for the multiplicity: 4. As for the net charge: +2. Its gap between HOMO and LUMO (spin up / spin down) is 8.90 / 10.53 eV. The max |F| comes out at 1.788 eV/A.

```
45
C10H16F6N3NdO7S2 | the Open Molecules 2025 dataset | ωB97M-V/def2-TZVPD
Nd 0.3305 0.9213 0.9451
C 4.1675 -1.8422 -1.2888
N 2.7985 -2.1909 -1.6052
C 2.5785 -3.3921 -2.4315
C 1.7935 -1.5484 -1.0322
O 1.8304 -0.6242 -0.1689
C 0.4202 -1.9696 -1.5404
O -0.4833 -1.0665 -0.9905
C -1.5523 -0.8036 -1.8322
C -2.1567 0.5352 -1.3686
O -1.5343 1.2047 -0.4748
N -3.2684 0.9065 -1.9756
C -3.9044 2.1966 -1.6508
C -4.0765 0.0172 -2.8709
H 4.7300 -1.8396 -2.2275
H 4.6474 -2.5496 -0.5969
H 4.2806 -0.8297 -0.8821
H 2.8751 -4.2343 -1.8535
H 3.2004 -3.2963 -3.3150
H 1.5457 -3.5524 -2.7545
H 0.2184 -2.9717 -1.1600
H 0.3912 -1.9565 -2.6163
H -2.2633 -1.6407 -1.7576
H -1.2065 -0.6620 -2.8638
H -3.1628 2.9105 -1.3530
H -4.6467 2.0611 -0.8317
H -4.3906 2.5697 -2.5626
H -3.8209 -1.0136 -2.7674
H -3.9377 0.3440 -3.8995
H -5.1212 0.1548 -2.5748
F -2.1795 -0.6905 4.4921
C -1.7278 0.3869 3.9614
F -2.4710 1.3579 4.3908
F -1.8464 0.3654 2.5456
S 0.1204 0.5850 4.1294
O 0.5447 -0.5397 3.2827
O 0.5400 0.8825 5.4542
N 0.2612 1.8045 3.1086
S 1.2049 3.0747 2.9567
O 1.2348 3.0737 1.4804
O 0.9326 4.2571 3.6928
C 2.9671 2.5314 3.1990
F 3.0166 1.4596 2.3691
F 3.8049 3.4786 2.8480
F 3.3152 2.1351 4.3908
```

Here are the Löwdin charges for atoms 1 to 8, given in e: 2.174 0.002 -0.104 0.023 -0.356 -0.139 -0.110 -0.186



(2)
This record from the Open Molecules 2025 dataset describes a single C19H25NOS molecule. The level of theory is ωB97M-V/def2-TZVPD.

As for the multiplicity: 1. Its SMILES is CCCN(CCc1cccs1)[C@H]1CCc2c(O)cccc2C1. The calculation puts the energy above the lowest of the compared OMol25 structures with the same formula, charge and spin at 0.187 eV. As for the net charge: 0. Its gap between HOMO and LUMO is 8.68 eV. The max |F| comes out at 0.694 eV/A.

```
47
C19H25NOS | the Open Molecules 2025 dataset | ωB97M-V/def2-TZVPD
C -1.2469 -2.9110 -0.9817
C -1.1472 -1.8367 0.0925
C 0.2313 -1.1709 0.0864
N 0.3027 -0.1078 1.0706
C 0.6541 -0.5423 2.4039
C -0.2146 0.1517 3.4744
C -1.6558 -0.1333 3.2490
C -2.4223 -1.1171 3.7920
C -3.7450 -1.1329 3.2937
C -3.9641 -0.1603 2.3747
S -2.5574 0.7907 2.0983
C 0.9436 1.1256 0.6470
C 2.4149 0.9532 0.1964
C 2.7606 1.8159 -1.0203
C 1.8234 1.4680 -2.1343
C 2.2537 1.1401 -3.4184
O 3.5910 1.1852 -3.6951
C 1.3230 0.7795 -4.3848
C -0.0248 0.7369 -4.0733
C -0.4568 1.0562 -2.7995
C 0.4669 1.4212 -1.8300
C 0.0788 1.8055 -0.4377
H -2.2315 -3.3723 -0.9716
H -0.5025 -3.6878 -0.8174
H -1.0774 -2.4787 -1.9658
H -1.9023 -1.0698 -0.0825
H -1.3431 -2.2742 1.0735
H 0.4008 -0.7458 -0.9031
H 1.0026 -1.9404 0.2564
H 0.4811 -1.6180 2.4768
H 1.7143 -0.3553 2.6365
H -0.0408 1.2284 3.4393
H 0.0839 -0.2160 4.4583
H -2.0579 -1.8076 4.5326
H -4.4940 -1.8372 3.6097
H -4.8649 0.0603 1.8374
H 0.9208 1.7835 1.5219
H 2.5854 -0.0920 -0.0689
H 3.0885 1.1990 1.0195
H 3.7914 1.6423 -1.3285
H 2.6540 2.8733 -0.7610
H 3.7330 0.9368 -4.6159
H 1.6595 0.5283 -5.3827
H -0.7374 0.4512 -4.8328
H -1.5076 1.0192 -2.5539
H 0.2013 2.8880 -0.3397
H -0.9663 1.5676 -0.2419
```

Here are the Löwdin charges for atoms 1 to 8, given in e: -0.106 -0.238 -0.199 -0.173 -0.184 -0.181 -0.537 -0.144



(3)
This record from the Open Molecules 2025 dataset describes a molecular structure, C5H3BrNO3 at a distorted geometry. The level of theory is ωB97M-V/def2-TZVPD.

As for the multiplicity: 1. The calculation puts the energy above the lowest of the compared OMol25 structures with the same formula, charge and spin at 1.477 eV. As for the net charge: -1. Its gap between HOMO and LUMO is 7.85 eV. The max |F| comes out at 4.983 eV/A.

```
13
C5H3BrNO3 | the Open Molecules 2025 dataset | ωB97M-V/def2-TZVPD
C 2.6036 -0.6493 0.1107
C 1.1891 -0.4228 0.0186
C -0.1833 -1.1855 -0.1628
C 0.3777 0.7317 0.0983
C -2.1608 0.4952 0.0539
N -0.8378 -0.0256 -0.0229
O 3.3112 -1.6406 0.1349
O -0.5042 -2.3156 -0.2716
O 0.3459 1.9474 0.2223
Br 3.6554 1.0560 -0.1623
H -2.9491 -0.1561 0.0011
H -2.3840 1.0235 0.8905
H -2.4637 1.1418 -0.9107
```

Here are the Löwdin charges for atoms 1 to 8, given in e: -0.748 -0.097 -0.429 -0.457 -0.040 -0.013 -0.072 0.096



(4)
This record from the Open Molecules 2025 dataset describes 2 unconnected molecules or ions with the total composition C2H6NO at a distorted geometry. The level of theory is ωB97M-V/def2-TZVPD.

As for the multiplicity: 1. The calculation puts the energy above the lowest of the compared OMol25 structures with the same formula, charge and spin at 1.222 eV. As for the net charge: -1. Its gap between HOMO and LUMO is 6.93 eV. The max |F| comes out at 2.016 eV/A.

```
10
C2H6NO | the Open Molecules 2025 dataset | ωB97M-V/def2-TZVPD
C -0.6846 1.0468 -1.6576
O -0.0008 0.9788 -0.4413
H -1.4690 0.2629 -1.7639
H -1.2241 2.0153 -1.7703
H -0.0184 0.9292 -2.5366
C 0.6053 -0.7423 1.3920
N 0.2504 -1.6600 2.2396
H -0.1628 -0.2738 0.7159
H 1.6517 -0.4737 1.1455
H 1.0523 -2.0832 2.6766
```

Here are the Löwdin charges for atoms 1 to 8, given in e: -0.423 -0.482 0.028 0.023 0.022 -0.159 -0.052 0.017



(5)
This record from the Open Molecules 2025 dataset describes a gas-phase ion, C10H14N3O (charge +1) at a distorted geometry. The level of theory is ωB97M-V/def2-TZVPD.

As for the multiplicity: 1. Its SMILES is Cc1nc[nH]c1[C@@](C)([NH3+])c1ccoc1. The calculation puts the energy above the lowest of the compared OMol25 structures with the same formula, charge and spin at 2.269 eV. As for the net charge: +1. Its gap between HOMO and LUMO is 9.11 eV. The max |F| comes out at 4.820 eV/A.

```
28
C10H14N3O | the Open Molecules 2025 dataset | ωB97M-V/def2-TZVPD
C 1.3174 -1.3402 -1.9241
C 1.7938 -0.7971 -0.5671
N 2.8473 -1.2371 0.1097
C 2.8718 -0.6653 1.2763
N 1.8184 0.2259 1.4289
C 1.0894 0.0701 0.2513
C -0.2164 0.7502 0.0717
C -0.1963 1.8980 1.0966
N -0.1686 1.4129 -1.3012
C -1.4665 -0.0964 0.2483
C -1.4649 -1.4736 0.4390
C -2.7736 -1.8761 0.4612
O -3.5934 -0.7642 0.2490
C -2.7818 0.3290 0.1512
H 2.1813 -1.0697 -2.5285
H 1.3368 -2.4036 -1.9294
H 0.2459 -0.9497 -2.1328
H 3.6235 -0.8574 1.9420
H 1.5630 0.4970 2.3316
H 0.5034 2.6686 0.9594
H -0.1626 1.6527 2.1798
H -1.2314 2.5025 1.0059
H 0.5872 2.0727 -1.3869
H -0.9015 2.0237 -1.6253
H 0.1648 0.8389 -2.0173
H -0.5160 -1.9593 0.5625
H -3.3478 -2.8095 0.6009
H -3.1232 1.3569 0.0473
```

Here are the Löwdin charges for atoms 1 to 8, given in e: 0.007 -0.298 0.118 -0.107 0.140 -0.207 -0.351 -0.014



(6)
This record from the Open Molecules 2025 dataset describes a molecular structure, C18H25Cl2P2Pd. The level of theory is ωB97M-V/def2-TZVPD.

As for the multiplicity: 5. The calculation puts the energy above the lowest of the compared OMol25 structures with the same formula, charge and spin at 0.120 eV. As for the net charge: +3. Its gap between HOMO and LUMO (spin up / spin down) is 7.51 / 6.38 eV. The max |F| comes out at 0.206 eV/A.

```
48
C18H25Cl2P2Pd | the Open Molecules 2025 dataset | ωB97M-V/def2-TZVPD
Pd 0.8675 1.6681 -0.3717
C 0.0657 1.8392 3.0530
P 1.3386 2.3052 1.8571
C 2.9134 1.7145 2.5115
C 1.3917 4.1098 1.7798
C 1.9814 4.8325 2.8136
C 2.0024 6.2196 2.7744
C 1.4361 6.8953 1.7036
C 0.8443 6.1868 0.6676
C 0.8159 4.7946 0.6979
P -0.0007 3.8851 -0.6281
C -1.7871 3.9739 -0.3714
C 0.3544 4.6935 -2.2003
H 0.2918 2.3078 4.0133
H 0.0502 0.7568 3.1803
H -0.9156 2.1789 2.7238
H 3.0729 2.1024 3.5189
H 3.7355 2.0352 1.8727
H 2.8975 0.6256 2.5597
H 2.4310 4.3249 3.6577
H 2.4648 6.7720 3.5812
H 1.4554 7.9762 1.6721
H 0.4071 6.7321 -0.1595
H -2.0883 5.0237 -0.3415
H -2.0643 3.5068 0.5730
H -2.3094 3.4772 -1.1893
H -0.0864 5.6920 -2.2168
H -0.0845 4.1132 -3.0124
H 1.4306 4.7759 -2.3465
Cl 1.1570 0.3666 -2.6821
C 2.8012 1.0287 -2.8504
Cl 3.1509 2.0985 -1.4541
H 2.8532 1.6217 -3.7559
H 3.5144 0.2131 -2.8361
C -1.5414 -6.5390 -1.0729
C -2.1773 -7.7775 -1.2345
C -2.3160 -8.3980 -2.4955
C -2.9608 -9.6746 -2.6480
C -3.4760 -10.3615 -1.5656
C -3.3531 -9.7758 -0.3204
C -2.7121 -8.5002 -0.1453
H -1.1206 -6.0219 -1.9219
H -1.4301 -6.1026 -0.0918
H -1.9267 -7.9123 -3.3812
H -3.0340 -10.0922 -3.6447
H -3.9574 -11.3202 -1.6885
H -3.7423 -10.2750 0.5586
H -2.6405 -8.0965 0.8566
```

Here are the Löwdin charges for atoms 1 to 8, given in e: 0.396 -0.210 0.815 -0.221 -0.379 -0.054 -0.014 -0.014



(7)
This record from the Open Molecules 2025 dataset describes 2 unconnected molecules or ions with the total composition C4H8O2 at a distorted geometry. The level of theory is ωB97M-V/def2-TZVPD.

As for the multiplicity: 1. Its SMILES is C=CO.CC=O. The calculation puts the energy above the lowest of the compared OMol25 structures with the same formula, charge and spin at 4.998 eV. As for the net charge: 0. Its gap between HOMO and LUMO is 9.26 eV. The max |F| comes out at 3.360 eV/A.

```
14
C4H8O2 | the Open Molecules 2025 dataset | ωB97M-V/def2-TZVPD
C -0.7618 -0.7416 -0.3192
C -1.3640 0.4561 -0.6551
O -2.4434 0.9643 -0.0339
H -1.2111 -1.5237 0.3039
H -1.1351 -0.8814 -1.4702
H -1.0790 1.2517 -1.3479
H -2.5463 0.3324 0.6988
C 1.7636 0.4542 -0.0213
C 0.9818 -0.5509 0.8053
O 0.3246 -0.3337 1.8637
H 1.2382 1.4116 -0.0067
H 1.9251 0.0912 -1.0480
H 2.7555 0.5811 0.4323
H 1.5518 -1.5115 0.7983
```

Here are the Löwdin charges for atoms 1 to 8, given in e: -0.074 -0.251 0.062 0.090 0.163 0.142 0.122 -0.083



(8)
This record from the Open Molecules 2025 dataset describes 2 unconnected molecules or ions with the total composition C4H8O2 at a distorted geometry. The level of theory is ωB97M-V/def2-TZVPD.

As for the multiplicity: 1. Its SMILES is C=CO.CC=O. The calculation puts the energy above the lowest of the compared OMol25 structures with the same formula, charge and spin at 2.108 eV. As for the net charge: 0. Its gap between HOMO and LUMO is 10.15 eV. The max |F| comes out at 1.831 eV/A.

```
14
C4H8O2 | the Open Molecules 2025 dataset | ωB97M-V/def2-TZVPD
C 1.6101 0.2843 1.4940
C 2.1948 -0.1899 0.4112
O 1.7942 0.1154 -0.8668
H 2.0475 0.0248 2.4559
H 0.9246 1.1115 1.6058
H 3.0719 -0.8259 0.3683
H 0.8928 -0.1801 -1.0711
C -2.1503 -0.1426 0.7935
C -2.1051 0.0076 -0.7120
O -1.0946 -0.0284 -1.3621
H -2.6878 0.7141 1.1982
H -2.7094 -1.0624 0.9728
H -1.1336 -0.1936 1.1679
H -3.0751 0.1615 -1.2265
```

Here are the Löwdin charges for atoms 1 to 8, given in e: -0.009 -0.269 -0.043 0.049 0.058 0.107 0.054 -0.036



(9)
This record from the Open Molecules 2025 dataset describes a molecular structure, C4H4KO2 at a distorted geometry. The level of theory is ωB97M-V/def2-TZVPD.

As for the multiplicity: 1. The calculation puts the energy above the lowest of the compared OMol25 structures with the same formula, charge and spin at 0.816 eV. As for the net charge: +1. Its gap between HOMO and LUMO is 9.30 eV. The max |F| comes out at 3.152 eV/A.

```
11
C4H4KO2 | the Open Molecules 2025 dataset | ωB97M-V/def2-TZVPD
H 1.8201 1.1131 -1.0552
O -1.6812 1.6846 -0.3025
C -1.4816 0.3035 -0.1404
C -0.0380 0.0084 -0.1850
C 1.1495 0.2830 -0.7610
H -2.6228 1.8732 -0.2598
H -1.9721 -0.2871 -0.9342
H -1.8719 -0.0667 0.8241
C 1.1576 -0.5849 0.3342
O 1.6931 -1.4597 1.0086
K 3.8473 -2.8674 1.4713
```

Here are the Löwdin charges for atoms 1 to 8, given in e: 0.144 -0.027 -0.205 -0.009 0.179 0.102 0.146 0.140